# 1
A 2-piece molecular cluster, C4H7NO overall, computed with wB97M-V/def2-TZVPD.

Element x y z (Å)
O  2.8855  -1.2261  -0.5941
C  1.7067  -1.0045  -0.6356
N  1.0328  -0.2537  0.3684
C  -0.2092  -0.1315  0.1585
C  -1.4897  0.3049  0.6977
C  -1.3969  -0.4705  -0.6383
H  1.0517  -1.3830  -1.4519
H  -1.8550  -0.2281  1.5747
H  -1.7792  1.3543  0.6496
H  -1.6106  0.0931  -1.5458
H  -1.7068  -1.5138  -0.6594
H  1.6859  1.8469  1.0252
H  1.6144  2.5825  1.0841

## Properties
Relative energy (zero: lowest compared OMol25 entry of this formula, charge and spin) in kcal/mol: 84.0
Energy in eV: -7796.003
SMILES string: O=CN=C1CC1.[H][H]
E_HOMO in Eh: -0.3609

---

# 2
A 2-piece molecular cluster, C4H7NO overall in a non-equilibrium geometry, computed with wB97M-V/def2-TZVPD.

Element x y z (Å)
C  0.9308  0.6260  -0.2323
C  -0.0465  -0.2403  -0.5257
C  -1.3873  -0.1826  0.1749
C  -2.1752  0.8687  -0.4825
N  -2.7379  1.7181  -1.0294
H  1.8323  0.7086  -0.8333
H  0.8723  1.3186  0.6033
H  0.0206  -0.8492  -1.4221
H  -1.2923  0.0694  1.2387
H  -1.9429  -1.1243  0.1197
O  1.9874  -0.8062  1.1560
H  2.7390  -0.9865  0.5785
H  1.1998  -1.1203  0.6542

## Properties
Relative energy (zero: lowest compared OMol25 entry of this formula, charge and spin) in kcal/mol: 58.9
Energy in eV: -7797.091
SMILES string: C=CCC#N.O
E_HOMO in Eh: -0.3552

---

Which of these has the highest relative energy (zero: lowest compared OMol25 entry of this formula, charge and spin)? number 1